Entry 1:
Computed, not measured: an isolated ion of composition C34H44N and charge +1 at a distorted geometry, with wB97M-V/def2-TZVPD.

The geometry in XYZ format:
```
79
Properties=species:S:1:pos:R:3
C -2.57638 -4.96312 2.35698
C -1.81965 -4.25132 1.28282
C -0.50547 -3.84645 1.51095
C 0.25262 -3.20963 0.52100
C 1.72336 -3.02450 0.79648
C -0.37221 -2.82285 -0.68958
C 0.31711 -1.99645 -1.77962
C 1.15730 -2.85211 -2.74091
C 1.09599 -0.77073 -1.28007
C 0.20542 0.20628 -0.49486
C -0.73424 1.13629 -1.26791
C -1.95122 1.44208 -0.61389
C -2.51290 0.59248 0.48851
C -2.61647 2.62751 -0.92420
C -2.15149 3.47630 -1.93207
C -2.75477 4.83227 -2.15339
C -1.10592 3.01485 -2.74002
C -0.39328 1.84740 -2.44467
C 0.72754 1.48931 -3.38465
N 0.95369 0.99817 0.44494
C 1.11367 0.67231 1.72960
C 0.22290 -0.31874 2.37918
C 0.87949 -1.05882 3.54836
C 1.50903 -0.06405 4.53221
C 2.54347 0.83358 3.85142
C 2.06038 1.48412 2.53220
C 1.44443 2.27679 -0.02088
C 2.60416 2.34303 -0.78945
C 2.97392 3.57877 -1.33509
C 2.18769 4.71102 -1.11169
C 1.07224 4.64162 -0.27363
C 0.72102 3.42656 0.30811
C -1.66176 -3.32107 -0.95617
C -2.30376 -3.16792 -2.30904
C -2.38581 -3.98030 0.03730
H -3.46638 -5.44502 1.94174
H -1.94482 -5.72504 2.82868
H -2.89937 -4.26809 3.14277
H -0.04275 -4.07363 2.47823
H 2.33753 -3.26990 -0.07959
H 1.94809 -1.99695 1.11781
H 2.04591 -3.68160 1.61891
H -0.49308 -1.56939 -2.38870
H 0.55063 -3.65239 -3.17950
H 1.54147 -2.23618 -3.56499
H 2.01021 -3.31803 -2.23438
H 1.94240 -1.06591 -0.64524
H 1.52902 -0.25570 -2.14361
H -0.45411 -0.46523 0.05709
H -3.55202 0.88982 0.67205
H -2.53244 -0.47460 0.22554
H -1.96991 0.73359 1.43453
H -3.49540 2.91162 -0.34070
H -2.02454 5.63603 -1.96477
H -3.10764 4.94153 -3.19031
H -3.59424 4.98251 -1.46111
H -0.81088 3.60830 -3.60567
H 0.82926 2.26811 -4.15455
H 1.70512 1.44178 -2.88631
H 0.53463 0.53722 -3.90112
H -0.65987 0.22607 2.76435
H -0.16644 -1.05263 1.65766
H 0.13482 -1.71175 4.02812
H 1.65580 -1.73142 3.15859
H 0.71301 0.54555 4.97367
H 1.98549 -0.62640 5.34251
H 2.87005 1.62275 4.53652
H 3.43721 0.23326 3.63442
H 2.94889 1.74246 1.92804
H 1.56491 2.44667 2.77271
H 3.18867 1.43145 -0.94997
H 3.89090 3.64166 -1.92470
H 2.45722 5.66482 -1.57803
H 0.47353 5.52475 -0.04168
H -0.13270 3.33112 0.99344
H -3.25636 -3.71146 -2.30963
H -2.52779 -2.11669 -2.55555
H -1.68101 -3.59048 -3.11262
H -3.40312 -4.30524 -0.17293
```

- Energy above the lowest of the compared OMol25 structures with the same formula, charge and spin: 0.000 eV
- Lowest unoccupied orbital energy: -3.44 eV
- HOMO energy: -11.062 eV
- M: 466.73 g mol⁻¹
- Net charge: +1
- Gap between HOMO and LUMO: 7.626 eV
- Electronic energy: -1376.53052 a.u.

---

Entry 2:
Computed, not measured: C34H45BF3N7O3PtS5 as an isolated structure, with wB97M-V/def2-TZVPD.

The geometry in XYZ format:
```
99
Properties=species:S:1:pos:R:3
Pt -0.24900 0.20647 -0.17392
C -2.87348 -5.40492 1.94211
C -2.75493 -4.90189 0.50055
C -3.87802 -3.90066 0.25431
C -2.91490 -6.05182 -0.49772
N -1.37350 -4.35184 0.33416
C -0.29600 -5.20795 0.53744
C 0.82510 -4.49224 0.38167
N 0.46884 -3.19684 0.07652
B 1.46656 -2.04689 -0.13488
N 2.16018 -1.98393 -1.48724
C 3.32288 -2.63436 -1.84840
C 3.78535 -2.07070 -2.97117
N 2.90612 -1.05549 -3.32696
C 1.88544 -1.03015 -2.43129
S 0.43128 -0.11579 -2.56003
C 3.28889 -0.14391 -4.45381
C 3.37135 -0.99248 -5.72226
C 4.65162 0.45564 -4.08674
C 2.32536 1.01159 -4.68985
N 2.34258 -1.71860 1.07973
C 3.71491 -1.78388 1.21756
C 4.05559 -1.13087 2.34058
N 2.89374 -0.63817 2.91039
C 1.84374 -0.98990 2.12445
S 0.18601 -0.62031 2.36173
C 2.83732 0.15114 4.17956
C 4.25849 0.33952 4.70638
C 2.24154 1.53320 3.91542
C 2.02868 -0.63637 5.20928
C -0.89046 -3.10584 0.04831
S -1.84218 -1.70456 -0.27632
H -3.87832 -5.79438 2.10903
H -2.69702 -4.58563 2.64036
H -2.16484 -6.20357 2.16079
H -4.81494 -4.44333 0.39797
H -3.85966 -3.50539 -0.75881
H -3.84467 -3.06989 0.95511
H -3.92050 -6.46497 -0.41467
H -2.20723 -6.86038 -0.31646
H -2.77296 -5.68916 -1.51654
H -0.42561 -6.24435 0.78327
H 1.85504 -4.78897 0.48055
H 0.72536 -1.13185 -0.14975
H 3.71933 -3.46104 -1.28619
H 4.66132 -2.29729 -3.54801
H 4.12081 -1.78097 -5.64327
H 3.64506 -0.35495 -6.56376
H 2.40500 -1.45071 -5.93710
H 5.43818 -0.29838 -4.03723
H 4.58586 0.95584 -3.11973
H 4.93793 1.18501 -4.84487
H 1.34053 0.67386 -5.00170
H 2.75564 1.61458 -5.49198
H 2.21832 1.63334 -3.80622
H 4.35762 -2.23328 0.48583
H 5.02764 -0.95547 2.75515
H 4.87068 0.90927 4.00590
H 4.74441 -0.61116 4.93384
H 4.19577 0.90894 5.63282
H 2.82338 2.05757 3.15915
H 2.27216 2.10340 4.84677
H 1.21147 1.46690 3.57551
H 2.48039 -1.61596 5.38020
H 0.99991 -0.77255 4.88208
H 2.02651 -0.08943 6.15349
F 2.59655 4.50417 -0.45627
C 2.87330 3.35508 -1.08527
F 1.95775 3.19632 -2.05325
F 4.06930 3.48718 -1.67514
S 2.86039 1.92834 0.08134
O 3.85807 2.28350 1.05971
O 1.48618 1.94897 0.57262
O 3.18818 0.80445 -0.76780
N -1.31581 2.07069 -0.11929
S -2.82943 2.06579 -0.59520
C -3.31142 3.79320 -0.66305
C -2.31514 4.74064 -0.83409
C -2.67174 6.07745 -0.95686
C -4.00635 6.45083 -0.92146
C -4.99614 5.48809 -0.76302
C -4.65293 4.15257 -0.63395
C -3.90099 1.50300 0.72590
C -4.61767 0.34041 0.49242
C -5.38405 -0.20066 1.51728
C -5.41289 0.41695 2.75660
C -4.68220 1.58020 2.98323
C -3.92377 2.12918 1.96573
H -1.15160 2.61095 0.72732
H -1.27822 4.43094 -0.87384
H -1.89920 6.82420 -1.08316
H -4.27892 7.49355 -1.01830
H -6.03819 5.77823 -0.73530
H -5.42060 3.40062 -0.49927
H -4.56436 -0.14410 -0.47480
H -5.94707 -1.10898 1.34651
H -6.00413 -0.00833 3.55720
H -4.70480 2.05340 3.95584
H -3.35030 3.03419 2.13095
```

- Multiplicity: 3
- Energy above the lowest of the compared OMol25 structures with the same formula, charge and spin: 0.076 eV
- Lowest unoccupied orbital energy (alpha / beta): 0.43 / 0.34 eV
- HOMO energy (alpha / beta): -6.229 / -7.045 eV
- M: 1023.00 g mol⁻¹
- Gap between HOMO and LUMO (alpha / beta): 6.654 / 7.386 eV
- Electronic energy: -4366.42777 a.u.